No. 1
C10H16O | the ωB97M-V functional and the def2-TZVPD basis

Geometry as XYZ:
```
27
Properties=species:S:1:pos:R:3:lowdin_charge:R:1
C -0.613 1.344 -2.170 -0.1178
H -1.525 -0.769 -0.880 0.0617
H -0.374 2.103 -2.916 0.0726
H 0.981 1.323 -0.164 0.0799
C -0.041 0.182 2.934 -0.3143
C 0.679 -0.990 2.991 -0.0135
H -0.797 1.780 1.871 0.1127
C -1.947 -0.831 -1.890 -0.1132
C -1.837 0.538 -2.575 -0.3148
O -0.842 0.514 4.042 0.0145
H 2.969 0.078 -0.698 0.1042
C 1.606 -0.405 0.797 -0.2916
H -0.818 1.915 -1.239 0.0726
C 2.463 -0.874 -0.322 -0.0747
H 1.942 -2.260 1.656 0.1109
H -2.128 0.398 -3.621 0.0954
C 0.805 0.759 0.731 -0.0473
H 3.162 -1.605 0.076 0.0699
H 2.066 -1.254 -1.265 0.0726
H 0.270 0.759 -1.887 0.0463
C -0.027 1.023 1.805 -0.0151
C 1.498 -1.288 1.888 -0.0395
H -2.886 -1.379 -1.964 0.0709
H -1.651 0.737 3.564 0.0929
H 0.956 -1.464 3.930 0.1198
H -2.724 1.153 -2.425 0.0907
H -1.187 -1.487 -2.270 0.0546
```

- energy (eV) = -12675.459
- orbital gap (eV) = 9.415
- E_HOMO (eV) = -8.590
- strongest force on any atom (eV Å⁻¹) = 2.8
- SMILES string = Cc1ccc(O)cc1.CCC
- energy above the lowest of the compared OMol25 structures with the same formula, charge and spin (kJ/mol) = 218.60

No. 2
C5H20O7 | the ωB97M-V functional and the def2-TZVPD basis

Geometry as XYZ:
```
32
Properties=species:S:1:pos:R:3:lowdin_charge:R:1
H 1.192 -0.097 -1.180 0.0769
O -0.748 0.028 -2.795 -0.0689
H 0.104 1.824 -1.649 0.1048
H 2.104 1.029 1.542 0.1234
H -2.100 0.758 1.875 0.0209
H -0.117 -0.703 -2.709 0.0023
H -0.381 1.330 0.064 0.0867
O 1.147 -2.454 -2.942 -0.0772
H -0.174 -0.475 0.823 0.0831
H 0.397 -0.750 2.423 0.1007
H -2.808 -0.397 -0.087 -0.0099
H -4.092 -0.533 -0.918 0.0401
O -2.373 -0.156 1.594 -0.0791
C 0.416 1.691 -0.614 -0.2385
H -1.521 -0.192 -2.251 0.0100
H -1.039 2.658 3.048 0.0783
O 1.386 -2.275 -0.311 0.0017
O -3.147 -0.719 -0.952 -0.0795
C 1.146 -2.161 0.870 -0.2008
H 1.353 -3.050 1.503 0.1288
C 1.934 0.106 0.901 -0.1656
C 0.730 -0.776 1.393 -0.1355
O -1.055 1.868 2.502 -0.0296
H -2.887 -0.590 2.277 0.0623
H 2.571 1.160 -0.919 0.1212
H 1.052 3.592 -0.657 0.0865
H -0.399 1.986 1.802 0.0297
C 1.644 0.682 -0.540 -0.1417
H 1.663 -2.739 -2.166 0.0171
H 0.396 -3.046 -2.751 0.0534
H 2.814 -0.519 0.844 0.0919
O 0.791 2.922 -0.021 -0.0936
```

- energy (eV) = -19841.074
- orbital gap (eV) = 9.978
- E_HOMO (eV) = -9.627
- strongest force on any atom (eV Å⁻¹) = 2.4
- SMILES string = O=CCCCCO.O.O.O.O.O
- energy above the lowest of the compared OMol25 structures with the same formula, charge and spin (kJ/mol) = 143.06

No. 3
C12H48N14O12 | the ωB97M-V functional and the def2-TZVPD basis

Geometry as XYZ:
```
86
Properties=species:S:1:pos:R:3:lowdin_charge:R:1
H -2.484 -1.435 -0.150 0.0278
C 1.777 1.111 3.209 -0.7994
C 0.341 -0.291 0.238 -0.1185
O 1.449 4.683 -2.869 -0.0085
N 3.090 0.220 -3.045 0.1739
N -0.346 -3.430 -0.437 0.1667
H -1.443 3.524 -2.513 0.0600
N -1.172 -2.266 3.069 0.1960
H 1.003 -0.745 0.977 0.0681
N -1.676 2.050 3.089 0.1829
C 2.795 1.446 -2.642 -0.7093
H -2.979 3.589 -3.200 0.0744
O -2.490 1.725 -2.168 -0.1207
H -5.064 0.619 2.378 0.0859
H 1.402 2.455 1.728 0.0865
H 0.456 -3.118 -3.579 0.0883
H 0.302 -2.793 0.004 0.0815
H -0.986 -1.774 3.930 0.1216
H 2.445 1.633 -4.568 0.1111
H 0.435 -0.822 -0.709 0.0794
H -4.823 -0.582 1.035 0.0634
H -3.430 -0.230 1.957 0.0595
H -2.519 1.919 3.631 0.1190
N 5.096 -1.720 -0.946 0.1623
H -2.934 3.708 -1.524 0.0648
H 2.645 -0.090 4.396 0.1385
O -1.015 -0.217 0.714 -0.1402
C -1.666 2.971 2.144 -0.7692
H 2.180 3.100 -3.642 0.0737
H 1.899 -3.934 0.166 0.0602
C 1.514 -3.081 -3.319 -0.1610
H 0.589 6.706 -0.769 0.1238
O -3.114 -2.150 -0.260 -0.1624
H 1.318 3.417 -1.010 0.0784
H -1.690 -3.806 1.310 0.0690
H -1.057 0.549 1.291 0.0393
H -2.110 1.416 -1.342 0.0489
N 3.930 -0.340 0.283 0.1813
O 0.693 0.596 3.343 0.0326
H 2.939 -0.061 -4.003 0.0973
O -4.963 -1.243 2.836 -0.0905
H -1.140 -1.912 2.124 0.0733
C -1.976 -3.246 3.232 -0.8685
C 0.035 -4.682 -0.343 -0.8144
H 4.467 0.400 -0.147 0.1016
H 2.810 2.726 2.614 0.1239
N 2.418 2.120 -3.683 0.1708
H 3.731 0.975 3.405 0.1245
H -3.601 2.990 2.503 0.1146
C 4.113 -1.591 -0.045 -0.7450
C -3.894 -1.872 -1.410 -0.1255
N 0.399 6.289 -1.668 0.1816
H 1.935 -4.080 -3.216 0.0810
H -1.226 -3.303 -0.916 0.1105
N 1.237 -4.696 0.155 0.1738
O 2.885 1.994 -1.523 -0.0256
H -4.211 -2.800 -1.885 0.0865
H 0.714 0.725 0.112 0.0726
C -2.458 3.166 -2.340 -0.1320
H -2.923 4.294 1.488 0.1288
C 0.869 5.123 -1.868 -0.7712
N 2.839 0.579 3.665 0.1881
H -4.726 -1.278 -1.030 0.0635
O 2.358 -2.586 -4.328 -0.1417
O -0.579 -5.678 -0.587 0.0607
H -2.983 -4.561 2.326 0.1271
H 0.191 6.898 -2.446 0.1243
O -0.683 3.330 1.516 0.0141
H 1.799 -2.584 -2.392 0.0563
H 5.335 -2.653 -1.252 0.1220
H 1.622 -5.594 0.410 0.1214
H 3.633 -0.373 -2.433 0.0740
H 3.308 -0.068 1.031 0.0889
C -4.517 -0.257 2.030 -0.2066
O 3.396 -2.463 0.402 0.0282
N 2.056 2.088 2.404 0.1965
H 1.977 -2.736 -5.196 0.0779
H -3.313 -1.215 -2.057 0.0795
N -2.853 3.409 1.969 0.1841
H 5.789 -0.991 -0.857 0.1112
N -2.251 -3.889 2.146 0.1921
N 0.886 4.313 -0.834 0.1822
H 0.228 4.468 -0.083 0.0702
O -2.342 -3.593 4.310 0.0480
H -0.802 1.584 3.283 0.0564
H -4.886 -2.082 2.376 0.0841
```

- energy (eV) = -58656.355
- orbital gap (eV) = 8.744
- E_HOMO (eV) = -8.598
- strongest force on any atom (eV Å⁻¹) = 6.4
- SMILES string = NC(N)=O.NC(N)=O.NC(N)=O.NC(N)=O.NC(N)=O.NC(N)=O.NC(N)=O.CO.CO.CO.CO.CO
- energy above the lowest of the compared OMol25 structures with the same formula, charge and spin (kJ/mol) = 428.94

No. 4
C3H6NO | the ωB97M-V functional and the def2-TZVPD basis

Geometry as XYZ:
```
11
Properties=species:S:1:pos:R:3:lowdin_charge:R:1
H -0.104 0.718 1.708 0.0974
H -1.008 1.109 0.186 0.0946
C 0.744 2.102 0.472 -0.1672
O 1.487 2.931 0.235 0.2882
C -0.047 1.049 0.678 -0.0368
H 1.258 -0.982 -0.248 0.1180
N -0.594 -1.379 -1.038 0.1477
H -1.554 -1.673 -0.889 0.1503
C 0.217 -1.181 -0.046 0.0358
H -0.070 -1.512 0.942 0.1202
H -0.330 -1.181 -1.997 0.1517
```

- energy (eV) = -6737.100
- orbital gap (alpha / beta) (eV) = 9.198 / 9.199
- charge = +1
- E_HOMO (alpha / beta) (eV) = -14.197 / -14.197
- strongest force on any atom (eV Å⁻¹) = 1.0
- energy above the lowest of the compared OMol25 structures with the same formula, charge and spin (kJ/mol) = 84.60